C52H54F36N13O25S12 | the ωB97M-V functional and the def2-TZVPD basis

Summary:
* E_LUMO (spin up / spin down): -2.716 / -2.717 eV
* total charge: 0
* gap between HOMO and LUMO (spin up / spin down): 3.7153 / 5.5803 eV
* expectation value of S²: 0.7673
* multiplicity: 2

Last column: Mulliken spin population.
Atoms and positions in Å:
1 C 3.575 -2.639 -2.100  0.00
2 C 2.585 -3.681 -1.535  0.00
3 C 3.002 -4.337 -0.165  0.00
4 O 1.833 -4.855 0.543  0.00
5 C 2.166 -5.231 1.863  0.00
6 N 1.208 -3.064 -1.493  0.00
7 H 0.797 -2.993 -2.413  0.00
8 H 0.531 -3.728 -1.144  0.00
9 H 1.115 -2.304 -0.835  0.00
10 H 3.832 -2.875 -3.133  0.00
11 H 4.519 -2.857 -1.600  0.00
12 H 3.180 -1.627 -2.009  0.00
13 H 2.519 -4.579 -2.148  0.00
14 H 3.640 -3.697 0.444  0.00
15 H 3.585 -5.227 -0.402  0.00
16 H 1.310 -5.863 2.097  0.00
17 H 2.442 -4.506 2.628  0.00
18 H 2.875 -6.056 1.941  0.00
19 C -6.855 -2.044 3.492  0.00
20 N -6.112 -0.761 3.238  0.00
21 C -5.040 -0.959 2.467  0.00
22 C -4.228 0.148 2.122  -0.01
23 C -4.443 1.366 2.807  0.00
24 C -5.539 1.459 3.698  0.00
25 C -6.411 0.369 3.910  0.00
26 C -3.536 2.578 2.580  0.00
27 C -2.348 2.826 3.286  0.00
28 C -1.650 4.102 3.198  0.00
29 N -2.090 5.071 2.372  0.00
30 C -3.240 4.873 1.717  0.00
31 C -3.979 3.633 1.781  0.00
32 C -1.418 6.355 2.305  0.00
33 H -7.664 -1.842 4.194  0.00
34 H -6.256 -2.879 3.856  0.00
35 H -7.229 -2.358 2.518  0.00
36 H -4.947 -1.941 2.027  0.00
37 H -3.515 0.039 1.318  0.00
38 H -5.806 2.392 4.172  0.00
39 H -7.339 0.300 4.456  0.00
40 H -2.148 2.107 4.067  0.00
41 H -0.655 4.182 3.611  0.00
42 H -3.590 5.685 1.097  0.00
43 H -4.937 3.574 1.284  0.00
44 H -1.311 6.607 1.250  0.00
45 H -0.517 6.344 2.918  0.00
46 H -2.170 6.981 2.786  0.00
47 C -6.862 -4.487 -10.117  0.00
48 N -6.282 -3.843 -8.954  0.16
49 C -6.645 -2.559 -8.636  0.06
50 C -6.161 -1.904 -7.476  0.07
51 C -5.160 -2.544 -6.735  0.10
52 C -4.872 -3.861 -7.122  0.05
53 C -5.441 -4.523 -8.165  0.07
54 C -4.635 -1.889 -5.487  0.07
55 C -5.549 -1.513 -4.560  0.01
56 C -5.131 -0.833 -3.368  0.07
57 N -3.760 -0.892 -3.129  0.12
58 C -2.901 -1.382 -4.043  0.04
59 C -3.267 -1.970 -5.260  0.08
60 C -3.260 -0.382 -1.809  -0.02
61 H -7.799 -3.999 -10.386  0.00
62 H -6.868 -5.577 -10.081  0.00
63 H -6.180 -4.025 -10.831  0.00
64 H -7.357 -2.065 -9.280  0.02
65 H -6.417 -0.869 -7.303  0.01
66 H -4.046 -4.329 -6.606  0.01
67 H -5.233 -5.523 -8.514  0.01
68 H -6.598 -1.541 -4.815  0.01
69 H -5.758 -0.490 -2.559  0.02
70 H -1.856 -1.311 -3.778  0.00
71 H -2.562 -2.564 -5.822  0.00
72 H -2.223 -0.615 -1.568  0.01
73 H -3.746 -0.898 -0.981  0.01
74 H -3.363 0.703 -1.816  0.00
75 C 0.473 0.930 5.532  0.00
76 N 1.792 0.506 4.964  0.00
77 C 2.224 -0.835 5.019  0.00
78 C 3.348 -1.187 4.357  0.00
79 C 3.982 -0.368 3.576  0.00
80 C 3.481 0.979 3.438  0.00
81 C 2.353 1.400 4.151  0.00
82 C 5.335 -0.620 2.968  0.00
83 C 5.271 -0.544 1.634  0.00
84 C 6.390 -0.846 0.803  0.00
85 N 7.512 -1.469 1.361  0.00
86 C 7.636 -1.473 2.663  0.00
87 C 6.573 -0.980 3.548  0.00
88 C 8.595 -1.955 0.463  0.00
89 H 0.592 1.999 5.709  0.00
90 H 0.332 0.491 6.519  0.00
91 H -0.315 0.784 4.793  0.00
92 H 1.549 -1.476 5.567  0.00
93 H 3.587 -2.240 4.352  0.00
94 H 3.901 1.657 2.710  0.00
95 H 1.972 2.409 4.096  0.00
96 H 4.386 -0.208 1.113  0.00
97 H 6.205 -0.865 -0.261  0.00
98 H 8.617 -1.705 3.051  0.00
99 H 6.608 -0.881 4.623  0.00
100 H 8.792 -1.106 -0.192  0.00
101 H 8.293 -2.935 0.094  0.00
102 H 9.574 -2.011 0.939  0.00
103 C -4.230 0.751 7.966  0.00
104 F -4.714 1.945 7.720  0.00
105 F -4.255 0.570 9.276  0.00
106 F -5.038 -0.055 7.367  0.00
107 S -2.372 0.528 7.388  0.00
108 O -2.294 1.190 6.093  0.00
109 O -1.591 1.133 8.484  0.00
110 N -2.185 -1.179 7.406  0.00
111 S -2.186 -1.619 5.972  0.00
112 O -3.268 -1.119 5.153  0.00
113 O -0.836 -1.596 5.369  0.00
114 C -2.598 -3.495 6.234  0.00
115 F -1.636 -4.068 7.120  0.00
116 F -3.876 -3.639 6.594  0.00
117 F -2.467 -4.111 5.055  0.00
118 C 9.621 -2.802 -2.971  0.00
119 F 10.032 -1.493 -3.092  0.00
120 F 10.196 -3.448 -4.007  0.00
121 F 10.013 -3.321 -1.836  0.00
122 S 7.627 -3.068 -3.103  0.00
123 O 7.314 -3.570 -4.474  0.00
124 O 7.417 -4.156 -2.126  0.00
125 N 6.836 -1.665 -2.585  0.00
126 S 6.621 -0.814 -3.813  0.00
127 O 7.823 -0.395 -4.486  0.00
128 O 5.511 -1.328 -4.659  0.00
129 C 6.006 0.810 -3.197  0.00
130 F 6.683 1.268 -2.168  0.00
131 F 5.984 1.673 -4.274  0.00
132 F 4.727 0.764 -2.803  0.00
133 C -1.655 -4.945 -2.297  -0.01
134 F -2.334 -3.845 -1.962  0.00
135 F -0.640 -5.307 -1.552  0.00
136 F -2.440 -6.019 -2.405  0.00
137 S -1.031 -4.782 -4.129  0.01
138 O -0.048 -5.864 -4.233  0.00
139 O -2.217 -4.874 -4.962  0.00
140 N -0.282 -3.228 -4.046  0.00
141 S 0.487 -3.141 -5.269  0.00
142 O 1.803 -3.713 -5.049  0.00
143 O -0.230 -3.528 -6.476  0.00
144 C 0.785 -1.173 -5.523  0.00
145 F -0.363 -0.513 -5.838  0.00
146 F 1.332 -0.712 -4.360  0.00
147 F 1.537 -0.983 -6.592  0.00
148 C -0.395 9.487 -4.160  0.00
149 F -1.776 9.650 -4.024  0.00
150 F -0.101 9.215 -5.464  0.00
151 F 0.218 10.656 -3.852  0.00
152 S 0.305 8.197 -2.968  0.00
153 O 1.666 7.970 -3.370  0.00
154 O 0.236 8.902 -1.671  0.00
155 N -0.893 6.973 -3.175  0.00
156 S -0.163 5.846 -2.398  0.00
157 O 0.941 5.182 -3.089  0.00
158 O 0.062 6.108 -0.962  0.00
159 C -1.601 4.429 -2.408  0.00
160 F -1.781 3.984 -3.644  0.00
161 F -1.333 3.439 -1.595  0.00
162 F -2.736 5.065 -1.904  0.00
163 C -1.396 -2.897 1.470  0.00
164 F -1.891 -3.180 2.656  0.00
165 F -0.948 -3.945 0.760  0.00
166 F -2.336 -2.232 0.848  0.00
167 S -0.027 -1.524 1.784  0.00
168 O -0.658 -0.578 2.717  0.00
169 O 1.035 -2.342 2.369  0.00
170 N 0.335 -0.901 0.218  0.00
171 S 0.276 0.609 0.355  0.00
172 O -1.143 1.130 0.460  0.00
173 O 1.232 1.248 1.271  0.00
174 C 1.026 1.389 -1.259  0.00
175 F 2.209 0.948 -1.548  0.00
176 F 0.212 1.139 -2.238  0.00
177 F 1.030 2.658 -1.051  0.00
178 C 0.338 6.015 6.060  0.00
179 F -0.624 5.114 6.014  0.00
180 F -0.100 7.037 5.305  0.00
181 F 0.441 6.603 7.275  0.00
182 S 1.981 5.327 5.503  0.00
183 O 2.884 6.424 5.750  0.00
184 O 2.353 4.160 6.328  0.00
185 N 1.729 4.794 3.930  0.00
186 S 2.636 5.580 3.030  0.00
187 O 2.421 7.028 3.052  0.00
188 O 4.071 5.367 3.368  0.00
189 C 2.039 4.835 1.341  0.00
190 F 2.308 5.852 0.448  0.00
191 F 2.789 3.821 0.975  0.00
192 F 0.696 4.503 1.127  0.00

---

C23H68NO10S9 | the ωB97M-V functional and the def2-TZVPD basis

Summary:
* relative energy (zero: lowest compared OMol25 entry of this formula, charge and spin): 296.7 kJ/mol
* E_LUMO: -1.807 eV
* total charge: +1
* gap between HOMO and LUMO: 8.5931 eV

Last column: Mulliken charge in e.
Atoms and positions in Å:
1 C 1.235 0.268 -0.399  -1.50
2 N -0.051 0.444 0.164  1.75
3 C 0.257 1.231 1.387  -1.37
4 C -0.890 1.281 -0.728  0.20
5 C -0.697 -0.876 0.361  -0.23
6 C -2.006 -0.783 1.216  0.69
7 O -2.314 -2.104 1.617  -0.53
8 H 1.637 1.178 -0.722  0.66
9 H 1.090 -0.357 -1.166  0.84
10 H 2.066 -0.298 0.347  -0.16
11 H -0.568 1.582 1.915  0.58
12 H 0.771 2.190 1.057  0.21
13 H 0.898 0.807 2.040  0.47
14 H -1.628 2.172 -0.398  0.00
15 H -1.699 0.681 -1.300  -0.71
16 H -0.264 1.996 -1.299  0.37
17 H -0.082 -1.622 0.943  -0.92
18 H -0.963 -1.396 -0.468  0.43
19 H -3.061 -0.324 0.615  -0.35
20 H -2.017 -0.069 2.155  -0.20
21 H -3.253 -2.158 1.350  0.72
22 C -0.951 -0.123 6.873  -0.98
23 S -0.696 0.183 5.143  0.65
24 O -1.539 1.292 4.684  -0.65
25 C 1.018 0.820 5.346  -0.78
26 H -1.210 0.918 7.583  0.25
27 H -0.235 -0.890 7.100  0.38
28 H -1.904 -0.662 6.904  0.37
29 H 1.443 0.649 4.462  -0.03
30 H 1.771 0.360 6.080  0.33
31 H 0.919 1.774 5.541  0.53
32 C 0.087 -4.526 -1.937  -0.45
33 S -1.474 -5.130 -2.486  0.45
34 O -1.613 -6.550 -1.908  -0.67
35 C -2.444 -4.154 -1.288  -0.44
36 H 0.394 -4.974 -0.966  0.27
37 H -0.062 -3.405 -1.944  -0.08
38 H 0.968 -4.813 -2.483  0.37
39 H -2.061 -4.006 -0.236  0.24
40 H -3.490 -4.877 -1.360  0.30
41 H -2.414 -3.160 -1.588  0.01
42 C -5.576 4.310 0.056  -1.07
43 S -4.683 3.530 -1.323  0.47
44 O -4.253 2.048 -0.942  -0.46
45 C -6.132 3.415 -2.259  -1.64
46 H -6.143 3.542 0.650  0.27
47 H -6.151 4.990 -0.394  0.55
48 H -4.608 4.742 0.609  0.29
49 H -7.019 3.064 -1.828  0.43
50 H -6.009 2.817 -3.040  0.47
51 H -6.372 4.252 -2.581  0.71
52 C 4.330 -4.344 -2.463  -0.96
53 S 4.193 -2.671 -2.767  0.36
54 O 3.166 -2.165 -1.722  -0.36
55 C 5.805 -2.083 -2.344  -0.82
56 H 5.304 -4.739 -2.892  0.35
57 H 3.785 -4.956 -2.940  0.44
58 H 4.004 -4.368 -1.524  0.20
59 H 5.931 -2.248 -1.369  0.23
60 H 5.849 -0.979 -2.494  0.28
61 H 6.488 -2.773 -3.044  0.37
62 C 3.979 -2.651 3.963  -1.10
63 S 2.251 -2.556 3.381  0.40
64 O 2.097 -1.140 2.989  -0.45
65 C 2.400 -3.448 1.824  -0.74
66 H 3.965 -2.435 4.973  0.40
67 H 4.553 -1.955 3.470  0.29
68 H 4.545 -3.565 3.690  0.39
69 H 2.794 -4.539 1.881  0.46
70 H 3.184 -3.157 1.161  0.21
71 H 1.341 -3.333 1.469  0.10
72 C 5.305 0.385 0.223  -0.60
73 S 7.075 0.568 0.213  0.50
74 O 7.439 0.749 -1.212  -0.63
75 C 7.243 2.196 0.852  -0.92
76 H 4.918 -0.492 -0.187  -0.06
77 H 4.978 1.241 -0.365  0.34
78 H 5.067 0.622 1.256  0.41
79 H 6.950 2.397 1.843  0.42
80 H 6.603 2.941 0.239  0.22
81 H 8.352 2.525 0.778  0.30
82 C -1.824 0.977 -5.472  -1.06
83 S -1.562 -0.584 -4.607  0.33
84 O -0.685 -0.392 -3.404  -0.42
85 C -3.251 -0.441 -3.981  -1.08
86 H -2.350 0.673 -6.269  0.50
87 H -0.994 1.692 -5.500  0.34
88 H -2.455 1.427 -4.802  0.22
89 H -3.695 -1.597 -3.805  0.22
90 H -3.903 -0.141 -4.604  0.99
91 H -3.300 -0.084 -3.010  -0.05
92 C 1.030 5.400 -0.633  -0.74
93 S 1.932 5.639 0.799  0.44
94 O 2.514 4.238 0.930  -0.58
95 C 3.131 6.814 0.050  -0.80
96 H 1.778 4.823 -1.383  0.27
97 H 0.791 6.255 -1.172  0.51
98 H 0.388 4.589 -0.309  0.02
99 H 4.075 6.204 -0.166  0.23
100 H 3.457 7.397 0.878  0.35
101 H 2.485 7.152 -0.760  0.31
102 C -5.716 -1.753 -1.521  -0.51
103 S -5.989 -2.094 0.160  0.25
104 O -4.678 -2.450 0.664  -0.58
105 C -6.389 -0.452 0.731  -0.55
106 H -6.755 -1.560 -2.033  0.37
107 H -5.497 -2.571 -1.814  0.56
108 H -5.082 -0.986 -1.704  -0.24
109 H -7.350 0.013 0.182  0.30
110 H -5.341 -0.005 0.595  0.01
111 H -6.683 -0.493 1.924  0.35

---

C35H20AsCl2F5IN2Tc | the ωB97M-V functional and the def2-TZVPD basis

Summary:
* relative energy (zero: lowest compared OMol25 entry of this formula, charge and spin): 0.0 kJ/mol
* E_LUMO (spin up / spin down): -3.635 / -3.884 eV
* total charge: +1
* gap between HOMO and LUMO (spin up / spin down): 7.1498 / 7.4302 eV
* expectation value of S²: 0.7591
* multiplicity: 2

Last column: Mulliken spin population.
Atoms and positions in Å:
1 Tc 0.774 -1.327 0.417  0.85
2 F 1.960 -4.011 0.484  0.00
3 C 0.658 -4.226 0.180  -0.08
4 C -0.195 -3.131 0.132  -0.03
5 C -1.523 -3.427 -0.120  0.06
6 F -2.439 -2.447 -0.141  0.00
7 C -1.979 -4.715 -0.338  -0.01
8 F -3.266 -4.951 -0.574  0.00
9 C -1.081 -5.770 -0.306  0.02
10 F -1.504 -7.008 -0.513  0.00
11 C 0.257 -5.528 -0.039  -0.01
12 F 1.121 -6.537 0.015  0.00
13 Cl 2.467 0.763 1.036  0.00
14 C 3.355 0.615 -0.454  0.01
15 C 4.365 1.486 -0.793  -0.01
16 C 5.007 1.289 -2.008  0.02
17 C 4.635 0.251 -2.851  -0.01
18 C 3.613 -0.609 -2.490  0.03
19 Cl 3.103 -1.868 -3.547  0.00
20 C 2.953 -0.440 -1.272  0.00
21 N 1.919 -1.248 -0.853  0.16
22 H 4.643 2.294 -0.131  0.00
23 H 5.808 1.953 -2.302  0.00
24 H 5.135 0.104 -3.799  0.00
25 I 0.202 1.524 5.744  0.00
26 C 0.364 -0.272 4.718  0.00
27 C 0.431 -1.486 5.389  0.00
28 C 0.553 -2.647 4.645  -0.01
29 C 0.605 -2.566 3.268  0.00
30 N 0.539 -1.394 2.618  0.01
31 C 0.415 -0.266 3.337  0.00
32 H 0.392 -1.521 6.469  0.00
33 H 0.611 -3.613 5.126  0.00
34 H 0.702 -3.453 2.660  -0.01
35 H 0.347 0.663 2.787  0.00
36 C -5.026 0.123 -2.374  0.00
37 C -3.889 0.235 -3.159  0.00
38 C -2.638 0.331 -2.564  0.00
39 C -2.535 0.308 -1.181  0.00
40 C -3.673 0.194 -0.390  0.00
41 C -4.918 0.106 -0.989  0.00
42 As -0.810 0.476 -0.334  -0.02
43 C 0.212 1.630 -1.479  -0.02
44 C 0.808 1.312 -2.688  0.00
45 C 1.548 2.283 -3.351  0.00
46 C 1.697 3.545 -2.788  0.00
47 C 1.106 3.856 -1.572  0.00
48 C 0.348 2.899 -0.907  0.00
49 C -0.354 3.092 0.381  0.00
50 C -0.406 4.277 1.105  0.00
51 C -1.137 4.337 2.282  0.00
52 C -1.819 3.222 2.751  0.00
53 C -1.767 2.028 2.043  0.00
54 C -1.037 1.970 0.867  0.02
55 H -5.999 0.051 -2.840  0.00
56 H -3.972 0.253 -4.237  0.00
57 H -1.756 0.434 -3.184  0.00
58 H -3.597 0.164 0.690  0.00
59 H -5.805 0.019 -0.376  0.00
60 H 0.709 0.319 -3.112  0.00
61 H 2.011 2.053 -4.301  0.00
62 H 2.278 4.296 -3.307  0.00
63 H 1.231 4.846 -1.153  0.00
64 H 0.110 5.160 0.750  0.00
65 H -1.181 5.265 2.837  0.00
66 H -2.392 3.280 3.667  0.00
67 H -2.295 1.159 2.417  0.00